This record from the OMol25 dataset describes a molecular structure, C28H45ClN5O7Sn at a distorted geometry. The level of theory is ωB97M-V/def2-TZVPD.

```
! wB97M-V def2-TZVPD RIJCOSX def2/J DEFGRID3
* xyz -1 1
O -0.042 0.356 -2.001
C 0.352 -0.639 -2.833
C -0.734 -0.877 -3.879
C -2.059 -0.556 -3.591
H -2.315 -0.217 -2.589
C -3.042 -0.657 -4.578
H -4.056 -0.348 -4.332
C -2.708 -1.159 -5.840
H -3.481 -1.268 -6.604
C -1.387 -1.533 -6.109
H -1.121 -1.946 -7.085
C -0.396 -1.376 -5.138
H 0.650 -1.640 -5.327
H 1.280 -0.327 -3.356
C 2.244 -2.085 -1.641
C 0.786 -1.986 -1.978
H 2.595 -3.119 -1.770
H 2.466 -1.799 -0.605
H 2.837 -1.447 -2.309
C -0.028 -3.064 -2.058
C 0.342 -4.482 -1.796
H -1.070 -2.916 -2.339
H 0.397 -5.056 -2.729
H -0.430 -4.973 -1.199
H 1.301 -4.613 -1.288
Sn -0.093 -0.425 0.251
Cl 0.001 -2.773 0.912
C -0.614 -0.822 3.229
O 0.122 -0.104 2.486
N -0.879 -0.509 4.494
C -0.085 0.476 5.213
C -1.742 -1.366 5.303
H -1.073 -1.753 2.862
H 0.399 1.140 4.494
H 0.670 -0.022 5.837
H -0.748 1.043 5.874
H -2.471 -1.863 4.651
H -2.277 -0.755 6.038
H -1.155 -2.133 5.833
H -2.043 4.060 -3.358
H -2.822 4.472 -1.114
C -1.830 3.012 -3.107
C -2.591 3.444 -0.795
N -1.586 2.880 -1.682
H -0.941 2.674 -3.646
C -0.397 2.443 -1.238
O -0.180 2.041 -0.063
H -2.245 3.442 0.243
H 0.391 2.519 -2.003
H -2.692 2.403 -3.412
H -3.523 2.865 -0.877
H 4.886 1.241 1.901
H 4.989 3.120 -0.062
C 4.680 0.583 1.048
C 4.631 2.329 -0.731
N 3.924 1.302 0.025
H 4.125 -0.294 1.388
C 2.628 1.101 -0.156
O 1.995 0.219 0.508
H 3.941 2.756 -1.465
H 2.128 1.723 -0.909
H 5.640 0.279 0.622
H 5.492 1.890 -1.248
C -4.386 -3.326 1.185
C -5.164 -2.150 0.628
C -4.524 -0.772 0.871
C -5.330 0.366 0.191
C -6.722 0.600 0.758
C -4.375 -0.499 2.362
O -4.797 -1.185 3.282
N -3.675 0.682 2.595
C -2.505 1.006 1.892
O -1.838 1.984 2.208
N -2.176 0.082 0.905
C -3.090 -0.721 0.306
O -2.752 -1.404 -0.677
H -3.382 -3.369 0.749
H -4.918 -4.250 0.939
H -4.318 -3.242 2.275
H -5.284 -2.272 -0.457
H -6.170 -2.132 1.065
H -5.391 0.127 -0.881
H -4.744 1.293 0.269
H -7.299 -0.327 0.824
H -6.671 1.056 1.754
H -7.262 1.293 0.105
H -3.766 1.132 3.496
*
```

The value obtained for the electronic energy is -2568.9586 Eh. The lowest unoccupied orbital energy comes out at 2.44 eV. For the orbital gap, the calculation gives 3.92 eV.